Density functional theory data (the ωB97M-V functional and the def2-TZVPD basis) for the ion C4H9NOS with charge -2.

ORCA input file:
```
! wB97M-V def2-TZVPD RIJCOSX def2/J DEFGRID3
* xyz -2 1
C 0.07 0.05 -0.40
N -1.01 -0.97 -0.24
C -1.61 -1.29 -1.64
O -0.74 -1.94 -2.42
C 0.81 0.19 1.00
C 1.08 1.60 1.33
S 1.87 1.62 3.05
H -0.40 1.11 -0.72
H 0.80 -0.25 -1.17
H -0.51 -1.91 0.00
H -1.75 -0.22 -1.95
H -2.50 -1.91 -1.56
H 1.69 -0.42 0.88
H 0.21 -0.20 1.80
H 0.19 2.29 1.36
H 1.79 2.24 0.68
*
```

The SMILES is [O-]CNCCC[S-]. The strongest force on any atom comes out at 0.07300 hartree/bohr. The calculation puts the energy above the lowest of the compared OMol25 structures with the same formula, charge and spin at 21.7 kcal per mole. Its LUMO energy is 6.036 eV. Its total energy is -685.883922 a.u. For the HOMO-LUMO gap, the calculation gives 5.7903 eV.